Entry 1:
104
Properties=species:S:1:pos:R:3 method="wB97M-V/def2-TZVPD" e_homo_ev="-3.945 / -3.398" lumo_energy_ev="1.833 / 0.884" homo_lumo_gap_ev="5.778 / 4.282" e_above_lowest_kcal_mol=0.0 energy_ha=-4186.1060 total_charge=-1
Te -1.457 -1.391 3.320
Te -1.865 -1.430 5.838
Te 1.807 0.725 5.338
Te 0.666 0.483 2.996
Y -0.574 -0.461 0.422
Cl 3.029 5.342 -0.868
O -1.751 0.779 -1.229
O -0.719 1.939 0.361
O -5.194 0.751 0.778
O -1.054 -5.034 0.873
O -2.210 6.509 -3.720
O -2.768 4.497 -4.704
N -0.096 -2.981 0.840
N 2.167 1.567 -0.069
N -3.038 0.818 1.427
N 1.046 -1.206 -0.948
N -2.648 -1.799 0.576
C 3.176 -1.543 -2.016
C -5.041 2.039 1.405
C 2.142 2.807 -0.537
C 4.604 -4.071 1.830
C 4.200 2.066 1.079
C 5.123 -0.137 -2.266
C -3.911 -1.292 0.635
C -4.901 -3.480 0.672
C 1.672 -1.675 -1.922
C -2.364 4.357 5.078
C -1.333 1.875 -0.743
C -2.519 -3.166 0.738
C -0.256 -3.906 -5.057
C 3.189 1.196 0.695
C 0.999 -3.359 -5.277
C -2.113 3.081 -2.791
C 3.397 -2.638 3.332
C 3.745 -0.296 -2.263
C 3.441 -4.285 1.106
C -1.433 5.565 -1.580
C -1.584 3.144 -1.494
C -3.200 4.319 2.825
C -0.887 -3.710 -3.834
C -3.642 -4.008 0.778
C -3.092 2.932 2.796
C 4.013 -2.635 -1.821
C -2.245 2.976 5.051
C -1.253 4.357 -0.903
C -3.995 0.140 0.935
C -1.947 5.484 -2.851
C 2.231 -2.879 2.617
C -0.262 -2.976 -2.841
C 2.248 -3.674 1.481
C 1.630 -2.635 -4.273
C 1.007 -2.436 -3.044
C 0.349 -5.266 1.053
C -3.518 2.200 1.553
C 5.391 -2.478 -1.812
C 5.950 -1.226 -2.026
C 1.006 -3.933 0.667
C -5.037 -2.066 0.640
C -2.848 5.029 3.963
C -1.196 -3.680 0.858
C 4.588 -3.228 2.933
C 3.125 3.731 -0.218
C -2.622 2.267 3.919
C -2.728 5.903 -4.903
C -2.281 4.275 -3.437
C 4.164 3.372 0.622
H 3.195 0.156 1.004
H -2.548 1.189 3.911
H 6.030 -3.335 -1.635
H -3.549 4.848 1.943
H -0.742 -4.484 -5.834
H 0.640 -6.106 0.425
H 3.361 -1.983 4.194
H 1.316 3.087 -1.180
H -5.774 -4.117 0.680
H -1.171 6.515 -1.136
H 5.525 -4.556 1.528
H -0.747 -2.804 -1.886
H 2.613 -2.215 -4.447
H 0.534 -5.502 2.104
H 4.992 1.723 1.730
H 1.300 -2.446 2.952
H -6.005 -1.589 0.682
H 3.578 -3.615 -1.669
H 3.095 0.549 -2.449
H -2.071 4.911 5.961
H -5.543 2.015 2.376
H 5.551 0.842 -2.445
H -1.840 2.438 5.899
H 1.491 -3.498 -6.232
H 3.461 -4.934 0.237
H -0.845 4.342 0.099
H 5.501 -3.033 3.482
H 7.026 -1.102 -2.013
H -3.127 2.762 0.698
H 1.285 -3.930 -0.395
H -5.503 2.787 0.765
H 4.916 4.097 0.906
H -2.941 6.108 3.976
H -3.739 6.276 -5.085
H -2.069 6.134 -5.744
H -1.869 -4.131 -3.654
H -3.487 -5.071 0.899
H -2.365 2.127 -3.232

***

Entry 2:
106
Properties=species:S:1:pos:R:3 method="wB97M-V/def2-TZVPD" e_homo_ev=-2.964 lumo_energy_ev=4.054 homo_lumo_gap_ev=7.018 e_above_lowest_kcal_mol=5.6 energy_ha=-4722.2564 total_charge=-2
Pb -0.618 -0.575 0.030
S -2.857 2.942 3.553
S -0.774 2.693 5.414
P 1.177 -1.999 1.644
P 0.925 1.451 -2.287
F -2.849 3.104 7.014
F -4.799 4.490 2.738
F -2.850 5.421 2.606
F -3.819 5.204 4.529
F -0.951 2.900 8.032
F -1.421 4.726 6.967
O 0.570 3.187 5.504
O -3.788 2.227 4.377
O -1.007 1.280 5.503
O -1.834 -2.168 -4.625
O -2.634 2.480 2.214
O 1.772 -4.798 -3.677
N 0.083 -3.207 -3.809
N -1.534 3.431 4.267
C 0.567 1.403 0.464
C 2.108 0.216 4.951
C 2.868 2.791 -3.731
C 3.441 -3.618 3.402
C 2.341 -3.292 1.108
C 2.641 4.883 -4.892
C -0.018 -5.061 -5.266
C 0.217 -6.238 -5.944
C -2.361 -4.154 3.592
C -2.858 0.640 -3.529
C 3.662 -0.292 0.968
C 2.250 -3.643 -0.240
C -3.609 4.613 3.346
C 1.932 3.827 0.941
C 3.073 -4.617 -0.789
C -1.015 -3.079 -4.604
C 0.683 1.942 1.740
C 4.099 -4.902 1.368
C 1.302 4.928 -4.526
C -1.551 3.393 6.936
C -1.162 -4.847 3.466
C -1.480 0.678 -3.371
C -2.022 -4.615 -6.521
C -2.450 -2.828 3.207
C 3.279 -3.933 1.937
C 1.357 3.135 1.991
C 4.002 -5.242 0.025
C -0.058 -4.196 2.941
C 3.425 3.810 -4.492
C -3.085 2.395 -1.897
C -1.801 -5.805 -7.217
C 1.539 -0.720 4.104
C 0.753 3.913 -3.754
C 0.732 -4.349 -4.151
C 3.138 -0.167 2.372
C -1.347 -2.142 2.686
C 1.531 2.834 -3.341
C -3.660 1.502 -2.794
C -0.140 -2.862 2.551
C -1.426 -0.734 2.251
C 2.046 -0.923 2.822
C 3.204 0.948 4.522
C 3.712 0.748 3.248
C -0.892 1.584 -2.490
C 1.807 3.338 -0.357
C -0.698 -6.605 -6.932
C 1.127 2.148 -0.597
C -1.110 -4.270 -5.547
C -1.707 2.436 -1.744
H 1.410 3.506 3.007
H -1.094 -5.889 3.751
H 4.118 -1.267 0.783
H -3.281 -0.107 -4.187
H 4.545 1.349 2.900
H 4.468 3.760 -4.780
H 2.852 -0.165 0.244
H 2.233 3.902 -1.178
H 1.533 -3.148 -0.890
H 1.081 -6.848 -5.711
H 0.682 5.759 -4.839
H -1.272 3.103 -1.008
H -0.880 -0.058 -3.890
H 2.481 -3.518 3.909
H -0.291 3.958 -3.470
H -2.875 -3.981 -6.730
H -0.793 -0.093 2.863
H -4.739 1.456 -2.892
H 3.971 -2.676 3.553
H 0.865 -4.744 2.791
H 3.634 1.705 5.165
H 0.672 -1.279 4.435
H -3.236 -4.655 3.990
H 3.475 1.943 -3.434
H 4.658 -6.002 -0.384
H 2.459 4.758 1.118
H -2.441 -0.342 2.297
H 0.243 1.439 2.593
H -3.707 3.040 -1.288
H -3.386 -2.292 3.315
H -0.552 -7.524 -7.488
H -2.496 -6.115 -7.989
H 4.406 0.480 0.771
H 4.826 -5.403 1.998
H 1.667 0.402 5.921
H 3.069 5.677 -5.491
H 2.955 -4.860 -1.836
H 4.007 -4.412 3.891

***

Entry 3:
102
Properties=species:S:1:pos:R:3 method="wB97M-V/def2-TZVPD" e_homo_ev="-4.671 / -4.727" lumo_energy_ev="1.650 / 1.631" homo_lumo_gap_ev="6.320 / 6.358" s2=3.76 e_above_lowest_kcal_mol=39.5 energy_ha=-5145.4512 total_charge=-1 spin_multiplicity=4
Sb -16.365 5.705 5.114
Sb -22.641 11.311 6.332
Co -19.817 9.376 2.675
S -21.735 10.365 1.555
S -20.525 10.318 -0.074
O -18.997 10.773 4.028
O -16.749 12.155 5.546
O -14.977 8.393 3.227
O -17.977 8.819 2.356
O -14.474 10.336 5.258
N -20.577 7.975 4.080
N -20.269 7.490 0.110
N -19.682 8.601 -1.752
N -20.433 7.610 1.494
C -26.804 12.807 6.544
C -23.391 9.562 8.852
C -20.205 8.616 -0.515
C -23.266 8.936 10.101
C -21.068 10.059 8.808
C -14.000 3.938 6.291
C -20.888 9.377 10.046
C -12.003 5.798 5.815
C -11.652 4.547 6.370
C -25.648 12.096 6.198
C -16.713 11.238 4.744
C -18.586 1.820 5.728
C -17.349 3.905 5.875
C -12.680 3.652 6.686
C -24.740 12.480 8.397
C -16.773 7.129 6.616
C -20.739 8.245 5.423
C -17.192 9.480 3.176
C -17.604 8.169 6.164
C -21.756 14.071 7.572
C -25.897 13.183 8.716
C -20.604 5.898 5.853
C -20.757 7.225 6.326
C -13.289 6.129 5.490
C -16.359 8.456 8.583
C -18.220 2.831 7.939
C -20.374 5.081 1.649
C -22.008 8.892 10.684
C -14.313 5.182 5.762
C -18.732 1.827 7.094
C -19.445 14.768 7.701
C -17.864 2.922 5.089
C -26.940 13.228 7.815
C -22.315 10.149 8.196
C -17.492 3.821 7.257
C -15.494 10.323 4.590
C -16.095 7.294 7.799
C -17.276 9.412 8.125
C -20.084 12.732 6.556
C -20.441 6.532 2.232
C -19.111 13.617 6.999
C -20.425 5.667 4.490
C -24.577 11.977 7.130
C -17.883 9.310 6.907
C -17.708 10.543 3.966
C -20.800 14.975 8.004
C -15.786 9.271 3.487
C -21.420 12.963 6.881
C -20.473 6.708 3.632
H -15.335 6.608 8.188
H -22.855 14.360 7.747
H -20.682 5.096 6.530
H -17.845 2.856 4.004
H -24.134 8.625 10.574
H -19.809 11.883 5.909
H -27.533 13.054 5.802
H -11.143 6.468 5.583
H -20.865 7.530 7.423
H -19.217 7.799 -2.129
H -18.663 15.364 8.087
H -19.965 9.394 10.625
H -12.381 2.716 7.127
H -20.107 9.161 -2.476
H -20.162 10.436 8.278
H -15.946 8.670 9.544
H -25.390 11.671 5.226
H -20.114 4.708 4.131
H -10.625 4.215 6.514
H -18.095 13.392 6.680
H -20.286 5.137 0.625
H -19.270 1.066 7.534
H -18.165 7.983 5.270
H -13.493 7.093 4.972
H -17.547 10.240 8.776
H -17.001 4.632 7.843
H -14.756 3.136 6.401
H -18.364 2.710 9.020
H -26.142 13.541 9.776
H -18.625 10.090 6.609
H -24.404 9.602 8.389
H -21.872 8.525 11.711
H -19.004 1.036 5.198
H -19.507 4.512 1.998
H -23.776 12.440 9.029
H -20.736 9.280 5.696
H -21.303 4.535 1.781
H -21.198 15.837 8.597
H -27.870 13.772 8.198

***

Please write out number 1 again, unchanged.
104
Properties=species:S:1:pos:R:3 method="wB97M-V/def2-TZVPD" e_homo_ev="-3.945 / -3.398" lumo_energy_ev="1.833 / 0.884" homo_lumo_gap_ev="5.778 / 4.282" e_above_lowest_kcal_mol=0.0 energy_ha=-4186.1060 total_charge=-1
Te -1.457 -1.391 3.320
Te -1.865 -1.430 5.838
Te 1.807 0.725 5.338
Te 0.666 0.483 2.996
Y -0.574 -0.461 0.422
Cl 3.029 5.342 -0.868
O -1.751 0.779 -1.229
O -0.719 1.939 0.361
O -5.194 0.751 0.778
O -1.054 -5.034 0.873
O -2.210 6.509 -3.720
O -2.768 4.497 -4.704
N -0.096 -2.981 0.840
N 2.167 1.567 -0.069
N -3.038 0.818 1.427
N 1.046 -1.206 -0.948
N -2.648 -1.799 0.576
C 3.176 -1.543 -2.016
C -5.041 2.039 1.405
C 2.142 2.807 -0.537
C 4.604 -4.071 1.830
C 4.200 2.066 1.079
C 5.123 -0.137 -2.266
C -3.911 -1.292 0.635
C -4.901 -3.480 0.672
C 1.672 -1.675 -1.922
C -2.364 4.357 5.078
C -1.333 1.875 -0.743
C -2.519 -3.166 0.738
C -0.256 -3.906 -5.057
C 3.189 1.196 0.695
C 0.999 -3.359 -5.277
C -2.113 3.081 -2.791
C 3.397 -2.638 3.332
C 3.745 -0.296 -2.263
C 3.441 -4.285 1.106
C -1.433 5.565 -1.580
C -1.584 3.144 -1.494
C -3.200 4.319 2.825
C -0.887 -3.710 -3.834
C -3.642 -4.008 0.778
C -3.092 2.932 2.796
C 4.013 -2.635 -1.821
C -2.245 2.976 5.051
C -1.253 4.357 -0.903
C -3.995 0.140 0.935
C -1.947 5.484 -2.851
C 2.231 -2.879 2.617
C -0.262 -2.976 -2.841
C 2.248 -3.674 1.481
C 1.630 -2.635 -4.273
C 1.007 -2.436 -3.044
C 0.349 -5.266 1.053
C -3.518 2.200 1.553
C 5.391 -2.478 -1.812
C 5.950 -1.226 -2.026
C 1.006 -3.933 0.667
C -5.037 -2.066 0.640
C -2.848 5.029 3.963
C -1.196 -3.680 0.858
C 4.588 -3.228 2.933
C 3.125 3.731 -0.218
C -2.622 2.267 3.919
C -2.728 5.903 -4.903
C -2.281 4.275 -3.437
C 4.164 3.372 0.622
H 3.195 0.156 1.004
H -2.548 1.189 3.911
H 6.030 -3.335 -1.635
H -3.549 4.848 1.943
H -0.742 -4.484 -5.834
H 0.640 -6.106 0.425
H 3.361 -1.983 4.194
H 1.316 3.087 -1.180
H -5.774 -4.117 0.680
H -1.171 6.515 -1.136
H 5.525 -4.556 1.528
H -0.747 -2.804 -1.886
H 2.613 -2.215 -4.447
H 0.534 -5.502 2.104
H 4.992 1.723 1.730
H 1.300 -2.446 2.952
H -6.005 -1.589 0.682
H 3.578 -3.615 -1.669
H 3.095 0.549 -2.449
H -2.071 4.911 5.961
H -5.543 2.015 2.376
H 5.551 0.842 -2.445
H -1.840 2.438 5.899
H 1.491 -3.498 -6.232
H 3.461 -4.934 0.237
H -0.845 4.342 0.099
H 5.501 -3.033 3.482
H 7.026 -1.102 -2.013
H -3.127 2.762 0.698
H 1.285 -3.930 -0.395
H -5.503 2.787 0.765
H 4.916 4.097 0.906
H -2.941 6.108 3.976
H -3.739 6.276 -5.085
H -2.069 6.134 -5.744
H -1.869 -4.131 -3.654
H -3.487 -5.071 0.899
H -2.365 2.127 -3.232